[1]
ORCA calculation (ωB97M-V with the def2-TZVPD basis set) on C16H26N6O2 in the gas phase in a non-equilibrium geometry.

```
50
Properties=species:S:1:pos:R:3:forces:R:3:nbo_charge:R:1
O 0.0511 -3.0263 1.7939 -1.90 0.19 0.07 -0.626
N -3.5903 -3.3859 1.8241 0.43 -0.77 -0.28 -0.238
N -4.3083 -4.1456 2.5892 0.23 1.01 0.62 -0.027
O 2.3940 2.8118 -2.9271 0.53 -0.03 0.14 -0.544
C -1.1326 -2.8285 1.4593 2.39 0.54 -1.06 0.649
C -2.2724 -3.4126 2.2415 -1.01 0.17 -0.30 -0.043
C -2.2177 -4.1510 3.3933 -1.42 0.15 -0.52 -0.042
N 0.0109 0.4858 -1.2619 -0.07 0.57 -0.37 -0.445
N -1.3783 -2.0824 0.3045 -2.04 -0.85 0.92 -0.609
N -3.5418 -4.5410 3.6240 2.52 -0.69 0.04 -0.162
N 4.1429 3.5443 0.8731 0.34 0.59 0.61 -0.631
C 3.5499 3.2718 2.1999 -0.22 -0.11 -1.36 -0.411
C 3.0923 4.0478 -2.7664 0.58 -0.60 1.17 -0.059
C 1.0270 1.0470 -2.1799 -0.39 -0.12 0.64 -0.217
C -0.7766 -0.6653 -1.7471 -0.29 0.30 -0.27 -0.206
C 0.3964 -0.2677 -0.0541 -0.34 -0.08 0.49 -0.207
C 4.0270 4.0546 -1.5205 -0.68 -0.01 -0.05 -0.428
C -3.4698 -5.6718 6.0251 0.32 0.64 -0.81 -0.420
C -3.1883 -6.7662 4.9970 0.61 0.81 -0.17 -0.423
C 2.5096 2.3090 -0.5138 -1.33 1.70 -0.23 -0.457
C 1.6413 2.4065 -1.7582 0.93 -1.07 -1.17 0.102
C -0.3601 -1.5372 -0.5603 1.29 -0.07 0.51 -0.072
C -4.0027 -5.5247 4.6081 0.44 -0.86 0.28 -0.059
C 3.2457 3.6338 -0.2584 -0.05 0.13 0.19 -0.039
H -1.3212 -4.3934 3.9185 -0.05 -0.29 0.66 0.247
H -2.3335 -2.1487 -0.0652 0.57 0.23 0.35 0.411
H 4.8908 2.9064 0.6512 0.13 -0.21 0.19 0.348
H 4.3588 3.1698 2.9126 0.01 -0.03 0.20 0.206
H 2.9516 2.3429 2.1600 0.08 0.29 0.47 0.168
H 2.9046 4.1187 2.4915 0.25 -0.37 -0.09 0.193
H 3.7032 4.2699 -3.6336 -0.12 -0.42 -0.42 0.192
H 2.3692 4.8429 -2.6874 -0.44 0.54 0.21 0.158
H 0.5870 1.1604 -3.1822 -0.03 0.03 0.41 0.215
H 1.8527 0.3416 -2.2738 0.41 -0.15 -0.17 0.166
H -1.8333 -0.4333 -1.7274 -0.47 0.03 -0.20 0.189
H -0.5043 -1.0146 -2.7507 0.02 -0.13 0.20 0.192
H 1.4695 -0.3602 0.0672 0.26 -0.22 0.15 0.191
H -0.0617 0.1119 0.8890 0.39 -0.03 -0.60 0.197
H 4.8879 3.3853 -1.6658 -0.31 -0.11 -0.07 0.198
H 4.4605 5.0541 -1.3944 -0.21 -0.09 0.06 0.220
H -4.2106 -5.8580 6.8109 0.40 0.13 -0.37 0.231
H -2.6644 -4.9639 6.2790 -0.35 -0.63 0.03 0.226
H -2.1578 -6.8302 4.5799 -0.90 0.08 0.47 0.226
H -3.6892 -7.7318 5.1223 0.09 0.51 -0.22 0.230
H 1.7948 2.1281 0.2868 0.16 -0.20 0.34 0.217
H 3.2324 1.5374 -0.5478 0.70 -1.10 -0.26 0.202
H 0.8921 3.1531 -1.6196 -0.93 0.52 0.36 0.170
H 0.3283 -2.3363 -0.8412 0.07 0.06 0.02 0.205
H -5.0406 -5.7266 4.5159 -0.71 0.24 -0.38 0.235
H 2.5159 4.4200 0.0191 0.10 -0.23 -0.40 0.185
```
Forces are in eV/Å.

The SMILES is CN[C@H]1CCO[C@@H](CN2CC(NC(=O)c3cn(C4CC4)nn3)C2)C1. Its LUMO energy is 0.86 eV. Its relative energy (zero: lowest compared OMol25 entry of this formula, charge and spin) is 113.59 kcal per mole. Its multiplicity is 1. The maximum force is 0.0519 hartree/bohr. For the electronic energy, the calculation gives -1104.17748 hartree.

=====

[2]
ORCA calculation (ωB97M-V with the def2-TZVPD basis set) on a molecular structure, C29H47BCl2DyN3O6Si in a non-equilibrium geometry.

```
90
Properties=species:S:1:pos:R:3:forces:R:3:lowdin_spin:R:1
C 2.2714 -2.7797 -1.9526 0.18 0.00 0.48 -0.015
C 2.3176 -1.9221 -3.2043 -0.35 0.45 -0.94 -0.002
H 1.6267 -3.6692 -2.0730 0.31 0.31 -0.18 0.000
H 1.8967 -2.2543 -1.0531 0.24 -0.18 -0.73 -0.018
H 3.2760 -3.1408 -1.6660 -0.27 0.03 -0.25 0.000
C 2.4913 -2.4816 -4.4074 0.42 0.25 0.91 -0.001
C 2.8164 -3.9004 -4.5753 0.30 -1.16 -0.32 0.000
H 2.5309 -1.9108 -5.3237 0.13 0.20 0.30 0.000
H 2.1329 -4.5748 -4.0326 0.32 0.16 -0.13 0.000
H 3.8517 -4.0780 -4.2261 -0.42 -0.22 -0.12 0.000
H 2.7713 -4.1449 -5.6399 0.08 -0.29 0.15 0.000
Dy 0.6705 -0.2764 -0.0042 0.60 -1.26 -0.80 4.345
Cl 2.6295 0.0265 1.6281 1.76 0.25 0.97 -0.049
C -0.2890 2.6966 0.9865 0.13 -2.46 -0.82 -0.026
O -0.3209 1.4640 0.6359 -1.28 5.05 2.52 -0.042
N -1.2917 3.5372 0.8060 -0.88 0.76 -0.10 -0.008
C -2.7069 3.1680 0.6617 0.19 -0.08 -0.38 -0.001
C -0.9400 4.9027 0.4177 0.35 0.34 0.11 -0.002
H 0.6042 3.1457 1.4391 0.12 -0.24 -0.33 -0.001
H -2.9504 2.3824 1.3853 0.07 0.07 -0.30 0.001
H -2.9331 2.8322 -0.3655 -0.01 0.09 0.50 0.000
H -3.3060 4.0694 0.8871 0.31 -0.52 -0.06 0.000
H -0.2113 5.3065 1.1342 -0.26 0.07 -0.17 0.000
H -1.8518 5.5174 0.3977 0.48 -0.17 0.12 0.000
H -0.4689 4.9197 -0.5824 -0.34 0.00 0.36 0.000
H -0.8440 2.1005 4.9654 -0.33 -0.16 -0.31 0.005
H -2.4481 -0.0750 6.4106 0.16 -0.11 -0.11 0.000
C -1.4104 1.3098 4.4415 0.13 -0.86 0.43 0.020
C -1.5021 -0.5631 6.1531 0.45 0.29 -0.16 0.022
N -0.9597 -0.0200 4.9151 -2.81 2.87 2.55 0.231
H -1.2410 1.3827 3.3551 -0.05 -0.04 0.49 0.002
C -0.1965 -0.7937 4.2011 1.16 -3.63 -1.06 0.449
O 0.4644 -0.2962 3.1789 0.91 0.38 -2.29 0.105
H -0.7986 -0.4430 6.9938 -0.17 0.06 -0.17 0.007
H -0.0471 -1.8473 4.4557 -0.07 0.47 0.20 0.043
H -2.4887 1.3949 4.6703 0.37 0.14 -0.14 0.007
H -1.6646 -1.6418 6.0275 -0.16 0.10 -0.01 0.014
H -0.8432 -5.4152 2.5482 -0.72 0.22 -0.49 0.000
H 0.0658 -4.3920 -0.6011 -0.72 0.04 0.13 0.000
C -1.7277 -5.0725 1.9543 0.10 -0.09 0.08 0.001
C -1.0281 -4.4347 -0.4082 0.08 -0.09 0.01 -0.001
N -1.3377 -4.0361 0.9810 0.15 -0.48 -0.38 0.001
H -2.4931 -4.6534 2.6415 0.46 -0.44 -0.43 0.002
C -1.0922 -2.7943 1.3531 0.71 1.13 -1.20 0.009
O -0.5961 -1.9357 0.5557 -2.21 -2.94 1.69 -0.045
H -1.5537 -3.7619 -1.1168 0.40 -0.40 0.42 -0.001
H -1.3244 -2.5347 2.3911 0.06 0.11 0.05 0.020
H -2.1320 -5.9353 1.3739 0.17 0.72 0.69 0.000
H -1.3798 -5.4733 -0.5374 0.18 0.58 -0.06 0.000
O 1.5074 -0.1340 -1.8487 -0.15 0.53 -3.26 -0.048
C 2.1305 -0.4001 -3.1170 -0.38 0.10 1.40 -0.005
C 0.8786 -0.4272 -5.4992 -0.57 -0.02 -0.43 -0.001
C 1.6201 0.2358 -4.4651 0.07 -0.35 -1.96 0.000
H 0.5459 -1.4880 -5.4016 0.04 1.28 0.36 0.000
C 0.5247 0.1662 -6.7587 0.62 -0.04 0.83 0.000
H 3.0623 0.1265 -2.9652 0.87 -0.26 -0.41 -0.001
C 2.2127 1.4283 -4.9422 0.06 0.19 -0.46 0.000
H -0.2334 -0.3074 -7.4163 0.78 0.09 0.53 0.000
C 1.1560 1.3470 -7.1674 0.08 0.06 0.61 0.000
C 2.0616 1.9319 -6.2520 -0.61 -0.32 -0.09 0.000
H 2.8978 2.0049 -4.3276 -0.06 -0.24 0.29 0.000
H 0.9441 1.8036 -8.1600 0.28 -0.42 0.89 0.000
H 2.6542 2.7963 -6.5711 -0.31 -0.24 0.30 0.000
Si -2.4035 1.1154 -3.4856 1.99 -2.70 1.36 -0.002
Cl -1.1688 2.3862 -4.4754 0.85 1.11 0.04 -0.001
C -1.6248 -0.5486 -4.1318 -0.65 1.44 -0.27 -0.001
C -3.9922 1.9902 -3.5868 -0.18 -0.70 -0.05 -0.001
C -2.2420 0.5571 -1.6021 -0.09 0.48 -0.67 -0.018
H -1.5993 -0.5632 -5.2507 0.22 -0.28 1.14 0.000
H -2.2706 -1.3278 -3.7366 0.23 -0.48 0.00 0.000
H -0.5829 -0.5150 -3.6312 -1.92 -0.24 -0.84 -0.001
H -1.8992 -0.5016 -1.5919 -0.15 0.71 -0.07 -0.008
H -3.2583 0.5697 -1.1478 0.63 0.17 -0.02 -0.001
H -1.5215 1.1568 -1.0111 -0.80 -0.39 -0.35 -0.008
H -4.1035 2.4802 -4.5446 -0.36 0.11 -0.03 0.000
H -3.8694 2.7058 -2.7608 -0.57 -0.11 -0.25 0.000
H -4.7254 1.1973 -3.3980 -0.47 0.67 0.12 0.000
O 2.5236 -0.2228 4.4126 0.69 -0.09 0.08 0.007
B 1.7606 0.3190 3.3169 -0.28 0.14 0.05 0.012
O 1.6376 1.7734 3.5222 0.29 0.00 0.41 0.001
C 1.9433 1.9136 4.8418 0.00 0.18 0.65 0.000
C 1.5789 2.9642 5.6727 0.58 -0.23 -0.52 0.000
C 1.8144 2.8290 7.0466 -0.03 0.14 -0.13 0.000
C 2.3758 1.6549 7.5468 0.00 0.54 0.36 0.000
C 2.7294 0.5870 6.7280 0.00 0.23 -0.97 0.001
C 2.5316 0.7446 5.3626 -1.25 0.18 0.22 0.002
H 1.1894 3.8607 5.2011 -0.21 0.00 0.31 0.000
H 1.5317 3.6560 7.7088 0.22 -0.45 -0.17 0.000
H 2.5530 1.5866 8.6105 -0.05 -0.09 0.10 0.000
H 3.0914 -0.3562 7.0993 0.11 -0.09 0.21 0.000
```
Forces are in eV/Å.

Its LUMO energy (alpha / beta) is 0.22 / 0.19 eV. Its multiplicity is 6. As for the expectation value of S²: 9.6732. The maximum force is 0.1125 hartree/bohr. For the electronic energy, the calculation gives -3868.77944 hartree.

=====

[3]
ORCA calculation (ωB97M-V with the def2-TZVPD basis set) on a molecular structure, C17H21AuN4O4S2SbSe5.

```
55
Properties=species:S:1:pos:R:3:forces:R:3:nbo_charge:R:1
Au -0.4292 -0.7927 0.1546 -0.08 -0.70 -0.52 0.765
Se -4.7279 0.8265 -1.9538 -0.23 -0.14 0.10 -0.831
Sb -4.1253 -0.9765 -0.4289 -0.21 0.14 -0.12 0.767
Se -2.3610 0.2394 1.2531 -0.16 0.07 -0.34 -0.114
Se -2.0050 -1.9139 -1.5231 0.31 0.21 0.75 -0.483
Se -2.8506 -0.7278 3.2100 0.16 -0.15 0.05 -0.354
C 2.1990 3.0198 2.1184 -0.03 0.01 0.05 -0.420
N 2.8006 2.9140 0.8044 -0.12 -0.05 -0.03 -0.363
C 2.6335 3.8340 -0.2066 -0.05 0.04 -0.04 -0.046
C 3.1726 3.3073 -1.3217 0.02 0.00 0.03 -0.091
N 3.6592 2.0589 -0.9802 -0.10 -0.06 -0.04 -0.375
C 4.2588 1.1043 -1.8852 0.09 -0.02 -0.01 -0.402
C 3.4342 1.8159 0.3321 0.17 0.03 -0.09 0.269
Se 4.0056 0.3356 1.2518 0.11 -0.02 0.23 -0.359
H 2.5332 3.9349 2.6073 0.01 -0.01 -0.01 0.194
H 2.5119 2.1558 2.6991 0.02 0.02 -0.01 0.246
H 1.1158 3.0287 2.0065 -0.02 0.02 -0.02 0.245
H 2.1155 4.7604 -0.0474 -0.06 0.00 0.01 0.237
H 3.2569 3.6995 -2.3181 -0.02 0.00 -0.03 0.215
H 4.1070 1.4542 -2.9047 -0.01 0.00 0.00 0.197
H 3.7888 0.1307 -1.7507 -0.01 0.03 -0.01 0.244
H 5.3257 1.0011 -1.6843 0.00 0.00 0.01 0.211
O -0.4250 3.5449 0.0801 0.14 0.20 0.17 -0.707
C -0.4828 2.5703 -0.6644 -0.16 0.01 -0.02 0.774
O 0.2336 1.5287 -0.6788 0.38 -0.03 0.05 -0.826
C -1.5784 2.6224 -1.7534 0.08 0.05 0.00 -0.185
N -1.6036 1.2906 -2.4381 0.53 0.10 0.01 -0.663
C -1.2778 1.4866 -3.8762 0.03 0.04 0.04 -0.218
C -0.4553 2.7693 -3.8607 -0.06 0.00 0.05 -0.419
C -1.2271 3.6271 -2.8545 -0.05 -0.11 -0.06 -0.405
H -2.5409 2.8074 -1.2801 -0.03 -0.07 -0.07 0.259
H -2.5101 0.8092 -2.2851 -0.20 0.10 -0.16 0.484
H -0.8417 0.7616 -1.9602 -0.16 0.20 -0.14 0.481
H -2.2138 1.6218 -4.4181 -0.04 -0.03 0.03 0.212
H -0.7621 0.6083 -4.2580 -0.01 -0.01 0.02 0.223
H -0.3664 3.2217 -4.8468 -0.01 -0.01 -0.02 0.217
H 0.5441 2.5541 -3.4761 0.03 0.02 -0.03 0.216
H -2.1356 4.0159 -3.3192 -0.01 0.03 0.00 0.206
H -0.6588 4.4599 -2.4473 0.01 0.00 0.01 0.239
O 0.8195 -6.4768 -1.0306 -0.01 0.02 0.01 -0.933
S 1.0043 -5.6407 0.1220 0.00 -0.17 0.03 2.292
O 0.4135 -6.0462 1.3636 0.02 0.05 0.00 -0.925
N 0.5670 -4.0876 -0.2513 -0.11 0.04 -0.05 -0.716
C 1.5958 -3.3157 -0.3060 0.20 0.04 0.01 0.125
S 1.6216 -1.6436 -0.7482 -0.37 0.00 0.23 -0.240
C 2.9050 -3.9544 0.0539 0.04 0.08 -0.04 -0.038
C 4.1513 -3.3643 0.1767 -0.01 -0.02 -0.02 -0.205
C 5.2113 -4.1662 0.5830 -0.01 -0.01 -0.01 -0.194
C 5.0250 -5.5183 0.8556 -0.01 -0.01 -0.02 -0.204
C 3.7690 -6.1039 0.7390 -0.03 -0.02 0.01 -0.191
C 2.7293 -5.2926 0.3406 -0.03 0.06 -0.03 -0.321
H 4.2765 -2.3048 -0.0108 0.02 0.02 0.03 0.258
H 6.1935 -3.7285 0.7035 0.01 0.01 -0.01 0.214
H 5.8660 -6.1223 1.1705 0.02 0.00 0.02 0.210
H 3.6088 -7.1498 0.9629 0.01 -0.02 0.01 0.227
```
Forces are in eV/Å.

Its LUMO energy (alpha / beta) is -0.16 / -0.01 eV. Its multiplicity is 1. The maximum force is 0.0171 hartree/bohr. The total charge is -1. For the electronic energy, the calculation gives -14360.03372 hartree.

=====

[4]
ORCA calculation (ωB97M-V with the def2-TZVPD basis set) on 4 unconnected molecules or ions with the total composition C19H42N3O6 in a non-equilibrium geometry.

```
70
Properties=species:S:1:pos:R:3:forces:R:3:nbo_charge:R:1
C -1.2454 5.9101 -3.1731 0.90 0.52 -1.00 -0.651
C -1.1985 4.3485 -3.6867 -0.28 0.25 -0.82 -0.493
C -2.2403 3.3396 -2.9225 -0.45 1.36 -2.60 -0.093
O -1.9787 3.1374 -1.4892 3.89 -1.74 -0.29 -0.516
C -0.5658 2.8366 -1.2119 0.92 3.53 1.38 0.425
C 0.2903 4.0870 -0.5746 -0.40 -4.67 -1.53 0.416
O -0.1068 5.4562 -0.1944 0.14 -4.73 -0.02 -0.645
N 1.6681 3.4749 -0.4454 -4.04 -2.38 -1.66 -0.545
C 1.6363 2.0454 -0.9419 -1.78 0.94 0.08 0.221
N 0.2627 1.5759 -1.4041 2.19 6.96 2.49 -0.365
C -0.2176 0.2559 -1.9633 -0.01 -1.38 -1.17 -0.238
C -0.4147 -0.9409 -0.8616 -0.98 -0.30 0.89 -0.438
C 0.1746 -0.5797 0.6464 -0.47 0.88 -0.31 -0.430
C -0.1620 -1.7082 1.7858 -1.35 1.10 -0.45 -0.233
N 0.4805 -3.0586 1.5696 2.76 0.63 1.11 -0.519
C 0.8312 -3.7094 2.9245 0.94 -0.31 1.23 -0.463
C 1.8097 -2.9783 0.8533 0.75 -2.27 -5.90 0.704
C 3.2036 -2.3518 1.4567 0.68 -0.25 -0.01 -0.761
O 1.8818 -3.5132 -0.3880 -0.53 3.47 7.53 -0.558
H -0.1952 6.2103 -2.6918 -2.61 -0.60 -0.74 0.218
H -2.1600 6.1785 -2.4939 1.90 -0.68 -1.11 0.220
H -1.3313 6.5977 -4.1454 0.11 -1.51 2.16 0.231
H -1.5403 4.3735 -4.8302 0.60 -0.34 2.70 0.297
H -0.0762 3.9551 -3.7197 -2.40 0.66 0.36 0.202
H -2.3048 2.3576 -3.5602 0.24 1.52 1.60 0.189
H -3.3131 3.8480 -2.9978 2.33 -1.17 0.51 0.224
H -0.9340 5.3320 0.3819 1.54 0.19 -1.15 0.521
H 2.4868 4.0170 -0.0486 -1.14 -1.33 -0.77 0.478
H 2.5840 1.3277 -0.9473 -2.40 1.94 0.02 0.285
H -1.2366 0.4621 -2.5394 2.34 -0.21 1.39 0.260
H 0.5733 -0.0996 -2.7641 -1.55 0.95 1.66 0.251
H -0.0121 -1.9617 -1.2907 -0.55 2.22 0.91 0.276
H -1.5878 -1.0936 -0.7045 2.56 0.37 -0.37 0.227
H -0.4126 0.4065 0.9756 1.25 -2.13 -0.55 0.222
H 1.3198 -0.2433 0.6216 -2.39 -1.09 0.06 0.202
H 0.0442 -1.2184 2.8310 -0.06 -1.04 -1.81 0.219
H -1.3410 -1.8932 1.7449 2.49 0.44 0.08 0.216
H -0.0186 -4.4001 3.3355 1.45 1.44 -1.01 0.228
H 1.0987 -2.8901 3.7505 -0.71 -1.61 -1.69 0.198
H 1.8185 -4.3746 2.8402 -2.32 1.28 -0.03 0.243
H 3.1177 -1.2474 1.8441 -0.20 -2.19 -0.62 0.225
H 3.6689 -3.0108 2.3324 -1.30 1.36 -1.84 0.268
H 4.0132 -2.3567 0.5965 -1.94 -0.10 1.64 0.258
C 1.7753 -7.2156 4.8011 -0.21 -0.12 -0.03 -0.633
C 3.2476 -7.2238 4.4454 -0.21 0.02 0.26 -0.062
O 3.6974 -5.8975 4.2112 0.12 0.57 0.05 -0.728
H 1.1871 -6.7666 3.9942 0.10 -0.14 0.02 0.207
H 1.4118 -8.2313 4.9804 -0.03 0.12 0.03 0.220
H 1.5969 -6.6137 5.6981 0.04 -0.14 0.03 0.196
H 3.4186 -7.8080 3.5364 0.09 0.24 0.08 0.183
H 3.8441 -7.6595 5.2528 -0.06 -0.19 -0.06 0.162
H 3.5491 -5.3893 5.0270 0.12 -0.29 -0.41 0.461
C -1.4666 4.3346 -8.9327 0.15 0.09 -0.16 -0.634
C -1.5071 3.5274 -7.6517 -0.13 0.03 -0.43 -0.062
O -2.2469 4.2261 -6.6613 -0.55 0.10 0.10 -0.740
H -1.0088 5.3134 -8.7564 0.01 -0.18 0.00 0.216
H -0.8960 3.8116 -9.7053 -0.10 0.08 0.02 0.221
H -2.4791 4.5192 -9.3064 0.08 -0.13 -0.03 0.203
H -0.4949 3.3640 -7.2700 -0.19 0.07 0.13 0.176
H -1.9752 2.5522 -7.8168 0.16 -0.07 -0.08 0.162
H -3.1464 4.3587 -7.0065 0.45 -0.01 0.19 0.475
C -2.7330 -1.0041 5.6811 -0.22 -0.03 -0.09 -0.633
C -1.4468 -1.7775 5.8855 -0.22 0.25 0.21 -0.063
O -0.3323 -0.9063 5.7628 0.36 0.30 0.04 -0.731
H -2.7449 -0.5313 4.6937 0.01 -0.14 0.07 0.205
H -3.6020 -1.6623 5.7681 0.03 0.12 0.01 0.219
H -2.8237 -0.2010 6.4198 -0.05 -0.14 0.02 0.202
H -1.3496 -2.5647 5.1321 0.17 0.14 0.07 0.173
H -1.4216 -2.2426 6.8758 -0.14 -0.15 -0.07 0.165
H -0.4237 -0.2159 6.4417 0.09 -0.37 -0.36 0.466
```
Forces are in eV/Å.

Its LUMO energy is -3.74 eV. Its relative energy (zero: lowest compared OMol25 entry of this formula, charge and spin) is 237.73 kcal per mole. Its multiplicity is 1. The maximum force is 0.1615 hartree/bohr. The total charge is +1. For the electronic energy, the calculation gives -1364.19153 hartree.